Molecular formula: C47H43N10O9SW
Method: DFT, ωB97M-V/def2-TZVPD

Properties
Total charge: +3
LUMO: -9.89 eV
Kohn-Sham gap: 6.2 eV
HOMO level: -16.085 eV
Energy above the lowest of the compared OMol25 structures with the same formula, charge and spin: 0.0 kcal/mol
Electronic energy: -3505.8862 Eh
Strongest force on any atom: 1.55 eV/A

Positions of all 111 atoms, in Å:
W (0.1374, -0.4667, -0.7488)
O (-1.2617, 0.5715, -0.7513)
C (-2.4289, 1.1205, -0.0199)
C (-2.8850, -0.1490, 0.7173)
C (-1.9521, -0.4974, 1.8318)
C (-2.4679, -0.6019, 3.1007)
C (-1.6279, -0.8676, 4.1672)
C (-0.2862, -1.0102, 3.9082)
C (0.1958, -0.8933, 2.6157)
C (1.6938, -0.9182, 2.5012)
C (2.3426, -1.1827, 1.1680)
O (1.6745, -0.2840, 0.1633)
C (3.8101, -0.7769, 1.2989)
C (4.1200, 0.5762, 1.4817)
C (5.4304, 0.9756, 1.6951)
C (6.4441, 0.0226, 1.7377)
C (6.1414, -1.3183, 1.5548)
C (4.8291, -1.7225, 1.3351)
C (2.2163, -2.6154, 0.6790)
C (2.7219, -2.9272, -0.5824)
C (2.7247, -4.2338, -1.0431)
C (2.2342, -5.2510, -0.2344)
C (1.7323, -4.9458, 1.0225)
C (1.7277, -3.6350, 1.4824)
N (-0.6236, -0.6586, 1.5643)
C (-3.4471, 1.5862, -1.0471)
C (-4.4609, 0.7406, -1.4995)
C (-5.3231, 1.1560, -2.5058)
C (-5.1677, 2.4107, -3.0825)
C (-4.1612, 3.2570, -2.6332)
C (-3.3069, 2.8484, -1.6207)
C (-2.0382, 2.2493, 0.9378)
C (-3.0849, 2.9007, 1.5819)
C (-2.8322, 3.9158, 2.4921)
C (-1.5284, 4.2964, 2.7708)
C (-0.4779, 3.6594, 2.1294)
C (-0.7336, 2.6462, 1.2143)
H (-2.9122, -0.9694, 0.0000)
H (-3.8894, 0.0052, 1.0990)
H (-3.5306, -0.4638, 3.2574)
H (-2.0129, -0.9495, 5.1760)
H (0.4130, -1.2187, 4.7086)
H (2.1093, -1.6385, 3.2027)
H (2.0332, 0.0594, 2.8487)
H (3.3271, 1.3188, 1.4720)
H (5.6574, 2.0238, 1.8551)
H (7.4668, 0.3286, 1.9260)
H (6.9304, -2.0602, 1.5988)
H (4.6095, -2.7756, 1.2093)
H (3.2038, -2.1590, -1.1765)
H (3.1450, -4.4628, -2.0151)
H (2.2738, -6.2808, -0.5682)
H (1.3646, -5.7394, 1.6632)
H (1.3526, -3.4343, 2.4799)
H (-4.6170, -0.2394, -1.0620)
H (-6.1243, 0.5024, -2.8297)
H (-5.8383, 2.7326, -3.8703)
H (-4.0452, 4.2424, -3.0682)
H (-2.5322, 3.5189, -1.2691)
H (-4.1110, 2.6169, 1.3666)
H (-3.6601, 4.4150, 2.9800)
H (-1.3319, 5.1008, 3.4689)
H (0.5428, 3.9568, 2.3372)
H (0.1036, 2.2110, 0.7106)
C (-3.0174, -0.3566, -6.2554)
C (-1.7114, -0.8721, -5.7877)
N (-0.7836, -1.4131, -6.5010)
N (0.2207, -1.6859, -5.6182)
C (-0.0602, -1.3327, -4.3742)
S (1.0141, -1.4802, -3.0416)
N (-1.2946, -0.8069, -4.4589)
N (-2.0007, -0.3451, -3.3685)
H (-3.0402, -0.3740, -7.3415)
H (-3.1735, 0.6652, -5.9087)
H (-3.8362, -0.9763, -5.8843)
H (1.0420, -2.1670, -5.9503)
H (-2.1712, 0.6481, -3.4825)
H (-2.8850, -0.8339, -3.3230)
C (4.0456, 3.0961, -3.3343)
N (2.7500, 2.5625, -2.9178)
C (1.4672, 3.0682, -3.3636)
C (0.5152, 2.0931, -2.7175)
O (-0.6730, 2.0497, -2.9043)
N (1.2520, 1.2287, -1.8929)
C (2.5738, 1.5418, -2.0931)
N (3.5982, 0.8876, -1.5772)
H (3.8762, 3.9684, -3.9583)
H (4.6031, 2.3621, -3.9167)
H (4.6353, 3.4105, -2.4718)
H (1.3700, 3.0657, -4.4490)
H (1.2746, 4.0813, -3.0051)
H (3.4726, 0.2367, -0.8292)
H (4.5351, 1.2128, -1.7483)
O (-1.6011, -3.0674, -2.4124)
C (-1.3725, -3.1494, -1.2530)
O (-0.5523, -2.1925, -0.6126)
C (-1.8922, -4.2316, -0.3951)
C (-2.6303, -5.2395, -1.0079)
C (-3.1275, -6.2584, -0.2315)
C (-2.9018, -6.3393, 1.1267)
C (-2.1778, -5.3199, 1.7110)
C (-1.6831, -4.2575, 0.9798)
N (-1.9106, -5.3730, 3.1655)
O (-1.2000, -4.4899, 3.6284)
O (-2.3939, -6.2835, 3.7885)
N (-3.9536, -7.3126, -0.8850)
O (-4.3509, -8.2088, -0.1753)
O (-4.1584, -7.1773, -2.0743)
H (-2.8215, -5.2384, -2.0723)
H (-3.2796, -7.1733, 1.7009)
H (-1.1397, -3.4734, 1.4785)